Version 1
Density functional theory data (ωB97M-V/def2-TZVPD) for an isolated ion of composition C4H13N2 and charge +2.

Atoms and positions in Å:
N (-0.2725, 0.9312, -2.6924)
C (0.0194, 1.0381, -1.2939)
C (-0.1881, -0.3323, -0.6077)
N (0.2645, -0.3013, 0.8371)
C (0.9429, -1.5795, 1.2599)
C (-0.7636, 0.2986, 1.7704)
H (0.3624, 1.3298, -3.3994)
H (-1.2115, 1.1725, -3.0623)
H (1.0139, 0.3987, 0.8550)
H (-0.6038, 1.8156, -0.8207)
H (1.0450, 1.3851, -1.1722)
H (0.3987, -1.1312, -1.0554)
H (-1.2146, -0.6875, -0.6256)
H (1.3279, -1.4268, 2.2643)
H (1.7784, -1.7387, 0.5800)
H (0.2345, -2.3960, 1.2248)
H (-1.3848, -0.4927, 2.1977)
H (-1.4755, 0.8633, 1.1803)
H (-0.2732, 0.8529, 2.5604)

⟨S²⟩	0.7541
net charge	+2
HOMO (alpha / beta)	-21.90 / -21.93	eV
HOMO-LUMO gap (alpha / beta)	14.7 / 8.8	eV
spin multiplicity	2


Version 2
Density functional theory data (ωB97M-V/def2-TZVPD) for a 2-piece molecular cluster, C4H13N2 overall.

Atoms and positions in Å:
C (1.7669, -1.4807, -0.3583)
C (1.1575, -0.0970, 0.1320)
C (-0.1192, 0.1932, -0.6067)
C (-1.1413, -0.8552, -0.8141)
N (-1.9554, -1.0326, 0.4701)
N (-0.2266, 2.4628, 1.1762)
H (1.1220, -2.1417, 0.2280)
H (2.7965, -1.7218, -0.0576)
H (1.6900, -1.6657, -1.4180)
H (1.8356, 0.7600, 0.1093)
H (0.7813, -0.2886, 1.1477)
H (0.0268, 0.8205, -1.5087)
H (-1.7914, -0.5010, -1.6284)
H (-0.7453, -1.8324, -1.1073)
H (-2.6653, -0.2803, 0.4204)
H (0.0008, 3.4744, 1.2369)
H (-1.3925, -0.4673, 1.1293)
H (0.1153, 2.0498, 0.2836)
H (-1.2556, 2.6037, 1.1658)

⟨S²⟩	0.7559
net charge	+2
HOMO (alpha / beta)	-19.41 / -19.25	eV
HOMO-LUMO gap (alpha / beta)	7.2 / 4.2	eV
spin multiplicity	2


Result of the stability comparison: version 2 is the least stable of them.


Version 1
Density functional theory data (ωB97M-V/def2-TZVPD) for one molecule with the formula C2H5NOS2.

Atoms and positions in Å:
C (0.3863, -0.6603, 0.6962)
C (-0.9461, -0.3822, 0.0628)
H (1.2336, -1.9936, -1.5354)
H (0.7424, 0.3844, 1.0569)
H (0.2740, -1.1280, 1.7038)
H (-1.3760, 1.3620, -0.9744)
H (0.6326, 2.3167, 0.2525)
N (-0.8592, 0.9666, -0.2457)
O (0.5666, 1.4830, -0.3822)
S (1.8411, -1.2567, -0.3613)
S (-2.4953, -1.0918, -0.2733)

net charge	0
HOMO	-8.89	eV
SMILES	ONC(=S)CS
HOMO-LUMO gap	8.6	eV
spin multiplicity	1


Version 2
Density functional theory data (ωB97M-V/def2-TZVPD) for one molecule with the formula C2H5NOS2.

Atoms and positions in Å:
C (0.7672, -0.6365, 0.9134)
C (-0.2412, -0.4036, -1.2222)
H (-0.2401, -0.3473, 1.3555)
H (1.5261, 0.1474, 1.0539)
H (0.8900, -1.7647, 1.3674)
H (-1.4298, 1.1093, -1.4360)
H (-0.6508, 1.1200, 1.5138)
N (-0.7735, 0.8191, -0.7641)
O (0.9376, -0.6465, -0.6997)
S (-0.7575, -1.1600, -2.5523)
S (-0.0280, 1.7629, 0.4702)

net charge	0
HOMO	-8.77	eV
SMILES	COC(=S)NS
HOMO-LUMO gap	8.9	eV
spin multiplicity	1


Version 3
Density functional theory data (ωB97M-V/def2-TZVPD) for C2H5NOS2 as an isolated structure.

Atoms and positions in Å:
C (0.9882, -0.6769, 0.3129)
C (-0.0460, -1.6121, 0.7866)
N (0.8166, -0.1008, -0.8122)
O (-1.0017, -1.6776, -0.2189)
S (-0.2495, 3.5127, -0.9847)
S (-0.6178, -0.5753, -1.4512)
H (-0.0220, 2.2501, -0.6919)
H (1.8845, -0.4019, 0.7581)
H (0.2569, -2.6240, 1.0158)
H (-0.6024, -1.3208, 1.6912)
H (-1.4068, 3.2266, -0.4057)

net charge	0
HOMO	-8.36	eV
HOMO-LUMO gap	9.1	eV
spin multiplicity	1


Result of the stability comparison: version 1 is the least stable of them.


Version 1
Density functional theory data (ωB97M-V/def2-TZVPD) for a 3-piece molecular cluster, C3H6FNO2 overall.

Atoms and positions in Å:
C (3.3304, 0.8620, 0.1425)
C (0.0276, 0.8257, 0.8281)
C (-0.5995, 0.1293, -0.2189)
N (-0.9166, -1.1918, -0.2725)
O (2.6074, 0.0837, 0.5925)
O (3.9649, 1.6456, -0.3664)
F (-3.5401, -0.5646, -1.0382)
H (-0.0633, 1.8590, 0.9575)
H (0.3838, 0.2573, 1.6129)
H (-0.9315, 0.6828, -1.0799)
H (-0.6640, -1.7563, 0.5230)
H (-0.6591, -1.7292, -1.1070)
H (-2.9400, -1.1034, -0.5737)

net charge	0
HOMO	-8.58	eV
SMILES	O=C=O.C=CN.F
HOMO-LUMO gap	9.1	eV
spin multiplicity	1


Version 2
Density functional theory data (ωB97M-V/def2-TZVPD) for a 2-piece molecular cluster, C3H6FNO2 overall.

Atoms and positions in Å:
C (-0.5394, 0.5794, 3.0582)
C (0.8578, -1.0185, -0.3696)
C (-0.1589, -0.5767, 0.7380)
N (-1.1176, 0.4289, -0.0163)
O (0.3170, 0.2204, 3.6888)
O (-1.4597, 1.0701, 2.4881)
F (-1.0580, -1.6262, 0.9201)
H (1.0527, -2.0558, -0.4308)
H (1.8336, -0.4877, -0.2732)
H (0.2944, -0.6066, -1.2306)
H (-1.8114, -0.1440, -0.6122)
H (-0.5621, 1.1304, -0.6482)
H (-1.7415, 0.7687, 0.7640)

net charge	0
HOMO	-7.18	eV
HOMO-LUMO gap	7.8	eV
spin multiplicity	1


Version 3
Density functional theory data (ωB97M-V/def2-TZVPD) for a 2-piece molecular cluster, C3H6FNO2 overall.

Atoms and positions in Å:
C (1.4427, 0.0971, 0.5437)
C (-0.3744, -0.5454, -1.4788)
C (-0.0858, 0.0646, -0.1959)
N (-0.8130, 1.0183, 0.2634)
O (1.6182, -0.2379, 1.7010)
O (2.0976, 0.7168, -0.2326)
F (-0.5603, -1.2614, 1.7183)
H (0.4283, -0.4863, -2.2204)
H (-1.1761, 0.0236, -1.7582)
H (-0.5760, -1.5332, -1.3948)
H (-1.6015, 1.4242, -0.1824)
H (0.2500, -0.7698, 2.0706)
H (-0.6499, 1.4894, 1.1661)

net charge	0
HOMO	-9.84	eV
HOMO-LUMO gap	10.1	eV
spin multiplicity	1


Result of the stability comparison: version 2 is the least stable of them.


Version 1
Density functional theory data (ωB97M-V/def2-TZVPD) for one molecule with the formula CH5NO2S.

Atoms and positions in Å:
C (-1.1555, 0.5745, -0.5534)
N (0.2324, -1.2683, 0.9706)
O (1.9165, 0.6036, 0.3519)
O (0.0917, 0.3427, -1.3139)
S (1.2052, -0.5640, -0.5607)
H (-0.8121, 1.1670, 0.3207)
H (-1.6552, -0.3610, -0.1989)
H (-1.7400, 1.2108, -1.3022)
H (0.3669, -2.2865, 0.9242)
H (1.5501, 0.5810, 1.3618)

net charge	0
HOMO	-8.74	eV
HOMO-LUMO gap	9.2	eV
spin multiplicity	1


Version 2
Density functional theory data (ωB97M-V/def2-TZVPD) for one molecule with the formula CH5NO2S.

Atoms and positions in Å:
C (0.8777, 0.3107, -1.1330)
N (0.0125, -0.3386, 1.4313)
O (-1.7554, 1.1648, 0.0470)
O (-1.1934, -1.4315, -0.4828)
S (-0.6187, -0.1993, -0.1221)
H (1.5145, -0.6748, -1.0770)
H (0.4199, 0.6627, -2.0438)
H (1.3574, 1.0504, -0.5168)
H (-0.5307, -1.0530, 1.9334)
H (-0.0839, 0.5086, 1.9637)

net charge	0
HOMO	-9.80	eV
SMILES	CS(N)(=O)=O
HOMO-LUMO gap	10.3	eV
spin multiplicity	1


Result of the stability comparison: version 1 is the least stable of them.


Version 1
Density functional theory data (ωB97M-V/def2-TZVPD) for one molecule with the formula CH5NO2S.

Atoms and positions in Å:
C (0.9485, 0.5866, 0.8795)
N (-1.3661, -0.8907, -1.6079)
O (0.7995, 1.6200, -0.0285)
O (-0.1369, -0.3025, 0.7954)
S (-0.4739, -1.4918, -0.5235)
H (0.7872, 0.9287, 1.8318)
H (-0.1211, 2.0034, 0.2006)
H (1.9904, 0.1277, 0.7429)
H (-0.8403, -0.6747, -2.3572)
H (-1.5874, -1.9065, 0.0669)

net charge	0
HOMO	-9.49	eV
HOMO-LUMO gap	10.2	eV
spin multiplicity	1


Version 2
Density functional theory data (ωB97M-V/def2-TZVPD) for one molecule with the formula CH5NO2S.

Atoms and positions in Å:
C (0.0242, 1.5530, -0.5443)
N (0.3951, 0.2052, -0.9201)
O (0.1787, -2.1425, 1.5679)
O (-0.8018, -1.2646, 1.1342)
S (-0.6708, -1.0095, -0.7841)
H (-0.1472, 1.6291, 0.5361)
H (0.8167, 2.2393, -0.8313)
H (-0.8938, 1.8192, -1.0614)
H (1.3632, -0.0268, -0.7262)
H (-0.2643, -3.0024, 1.6292)

net charge	0
HOMO	-9.42	eV
SMILES	CNSOO
HOMO-LUMO gap	9.9	eV
spin multiplicity	1


Result of the stability comparison: version 2 is the least stable of them.


Version 1
Density functional theory data (ωB97M-V/def2-TZVPD) for one molecule with the formula C3H9NO4.

Atoms and positions in Å:
C (-0.9645, -0.6952, -0.4904)
N (-0.1900, -1.7571, -1.0588)
O (-1.1700, -0.9612, 0.8641)
O (-2.1929, -0.5977, -1.1014)
O (-0.3324, 0.5383, -0.6799)
H (-0.3709, -1.3032, 1.2515)
H (-2.6535, 0.1873, -0.7674)
H (-0.2916, 0.7534, 1.8529)
H (-0.0266, -1.5677, -2.0420)
H (-0.7239, -2.6183, -0.9852)
C (1.0445, 0.6295, -0.3213)
C (1.2068, 1.5310, 0.9083)
O (0.6272, 0.9762, 2.0598)
H (2.2712, 1.6739, 1.1251)
H (1.5685, 1.0715, -1.1718)
H (1.4458, -0.3698, -0.1262)
H (0.7523, 2.5091, 0.6826)

net charge	0
HOMO	-10.02	eV
SMILES	NC(O)(O)OCCO
HOMO-LUMO gap	10.8	eV
spin multiplicity	1


Version 2
Density functional theory data (ωB97M-V/def2-TZVPD) for a 3-piece molecular cluster, C3H9NO4 overall.

Atoms and positions in Å:
C (-1.5103, 0.0427, -1.7704)
N (-0.4148, -0.7039, -1.6058)
C (0.5294, -0.5096, -0.5219)
C (0.5432, -1.7314, 0.3879)
O (0.7090, -2.7994, -0.1507)
O (-1.8178, 1.0681, -1.1880)
H (-2.2077, -0.3161, -2.5438)
H (-0.1857, -1.4694, -2.2157)
H (0.4482, 0.4712, -0.0855)
H (1.5360, -0.4180, -0.9428)
H (0.3108, -1.7052, 1.4506)
H (1.8238, 0.2713, 2.8934)
H (1.2717, 1.0347, 1.7510)
O (1.2350, 0.1473, 2.1382)
H (-0.5016, 1.9173, 0.1221)
H (-1.3437, 2.3915, 1.2766)
O (-0.4255, 2.3089, 1.0049)

net charge	0
HOMO	-9.85	eV
SMILES	O=CCNC=O.O.O
HOMO-LUMO gap	10.5	eV
spin multiplicity	1


Result of the stability comparison: version 2 is the least stable of them.